Record 1
# C26H49F9IO12PS2

A structure of composition C26H49F9IO12PS2 (ωB97M-V/def2-TZVPD, the Open Molecules 2025 dataset).

2S+1: 1
Net charge: 0
DFT total energy, Ha: -4256.68883
E_HOMO, Ha: -0.3308
Frontier orbital gap, eV: 8.0

Element x y z (Å)
1 O 0.6730 -1.5600 -4.9282
2 S -0.1945 -0.2814 -4.7808
3 O -0.6491 -0.1362 -3.2946
4 O -1.5136 -0.2195 -5.8774
5 C -1.0939 -0.6370 -7.2381
6 C -2.2830 -0.5994 -8.3618
7 F -1.6047 -0.8494 -9.6900
8 F -3.1983 -1.7911 -8.1996
9 C -3.0667 0.8231 -8.5236
10 F -3.8186 0.7377 -9.8321
11 F -2.0921 1.9587 -8.7339
12 C -4.1746 1.1801 -7.3836
13 F -4.4351 0.1352 -6.3728
14 F -5.4947 1.4173 -8.0801
15 C -3.8800 2.5809 -6.5455
16 F -2.6705 2.5309 -5.6925
17 F -3.9554 3.8067 -7.4124
18 F -5.0459 2.7161 -5.5937
19 C 0.2755 0.1697 -7.6276
20 C 0.5196 1.5712 -6.8069
21 P 1.9573 2.5050 -7.7139
22 S 3.7238 1.8283 -7.2559
23 C 0.8925 1.2270 -5.2213
24 I 0.2712 2.8158 -3.8217
25 H -0.7819 -1.7844 -7.1265
26 H 1.1849 -0.5445 -7.3301
27 H 0.4176 0.4080 -8.7635
28 H -0.3975 2.2967 -6.8453
29 H 1.8160 3.9548 -7.5341
30 H 1.7331 2.2884 -9.1491
31 H 2.0229 0.9559 -5.0701
32 C -1.1980 -2.2483 0.1584
33 O 0.0047 -1.7838 0.7482
34 C 0.7399 -0.9279 -0.1285
35 C 1.7379 -0.0823 0.6671
36 O 1.1282 1.0585 1.2854
37 C 0.3420 0.7819 2.4521
38 C 1.1971 0.4715 3.6830
39 O 1.6251 -0.8923 3.6595
40 C 2.6972 -1.1313 4.5553
41 H -0.9857 -2.8066 -0.7568
42 H -1.6967 -2.9102 0.8704
43 H -1.8646 -1.4073 -0.0561
44 H 0.0581 -0.2706 -0.6793
45 H 1.2807 -1.5656 -0.8357
46 H 2.4697 0.3275 -0.0380
47 H 2.2938 -0.6778 1.3940
48 H -0.3955 0.0008 2.2572
49 H -0.2149 1.7048 2.6510
50 H 0.6011 0.6174 4.5901
51 H 2.0651 1.1404 3.7009
52 H 3.5730 -0.5401 4.2682
53 H 2.9624 -2.1904 4.5030
54 H 2.4002 -0.8910 5.5814
55 C -1.8848 -8.2136 6.6177
56 O -0.9665 -7.6624 5.6888
57 C -0.1357 -8.6612 5.0942
58 C 0.4803 -8.1361 3.7946
59 O -0.4225 -8.2117 2.6835
60 C -1.4591 -7.2213 2.6619
61 C -0.9479 -5.8371 2.2552
62 O -0.3543 -5.1778 3.3762
63 C 0.4475 -4.0763 2.9851
64 H -1.3541 -8.7312 7.4207
65 H -2.4704 -7.3975 7.0478
66 H -2.5701 -8.9003 6.1114
67 H -0.7175 -9.5659 4.8859
68 H 0.6600 -8.8971 5.8086
69 H 1.3189 -8.7902 3.5308
70 H 0.8851 -7.1286 3.9092
71 H -2.0033 -7.1961 3.6080
72 H -2.1661 -7.5593 1.8955
73 H -1.7870 -5.2218 1.9136
74 H -0.2155 -5.9429 1.4469
75 H 1.2826 -4.4143 2.3627
76 H 0.8541 -3.6073 3.8848
77 H -0.1528 -3.3390 2.4420
78 C 2.8939 7.4200 5.9863
79 O 2.1323 6.5758 5.1394
80 C 0.7678 6.4853 5.5537
81 C -0.1070 5.9902 4.3989
82 O -0.4465 7.0324 3.4747
83 C 0.6035 7.4347 2.5851
84 C 0.8568 6.4182 1.4692
85 O 1.6820 5.3526 1.9461
86 C 1.6446 4.2237 1.0898
87 H 2.8784 7.0476 7.0137
88 H 3.9257 7.4270 5.6269
89 H 2.5082 8.4434 5.9477
90 H 0.4078 7.4622 5.8949
91 H 0.7210 5.7709 6.3823
92 H -1.0615 5.6543 4.8193
93 H 0.3351 5.1337 3.8861
94 H 1.5158 7.6786 3.1330
95 H 0.2505 8.3637 2.1226
96 H 1.3862 6.9045 0.6431
97 H -0.1013 6.0241 1.1118
98 H 0.6298 3.8150 1.0416
99 H 2.3074 3.4569 1.4988
100 H 1.9906 4.4922 0.0863

Forces on atoms 1 to 6 (eV/Å):
-3.3 4.4 -0.8
2.1 -3.5 5.4
0.6 -0.1 -6.2
1.5 -0.1 0.0
1.7 -1.6 -0.2
0.8 -1.9 -1.4

=====

Record 2
# C26H49N13NaS

A structure of composition C26H49N13NaS (ωB97M-V/def2-TZVPD, the Open Molecules 2025 dataset).

2S+1: 1
Net charge: +1
DFT total energy, Ha: -2292.31005
E_HOMO, Ha: -0.3794
ΔE to the lowest compared entry with this formula, charge and spin, kcal/mol: 14.0
Frontier orbital gap, eV: 7.7

Element x y z (Å)
1 Na -0.5332 -0.0104 -0.8313
2 C -0.6981 -3.0228 0.5356
3 C 0.7749 -3.1259 0.1908
4 N 1.0937 -2.6037 -1.1313
5 C 0.7226 -3.4744 -2.2305
6 C -0.2655 -2.8287 -3.1793
7 C -0.2222 -3.0230 -4.5534
8 C -1.1918 -2.4035 -5.3449
9 C -2.1526 -1.6172 -4.7424
10 C -2.1428 -1.5108 -3.3499
11 C -3.2351 -0.7505 -2.6326
12 N -2.9237 -0.4804 -1.2478
13 C -3.3065 -1.5084 -0.2945
14 C -2.4889 -1.4244 0.9887
15 N -1.0633 -1.6420 0.7618
16 N -1.2153 -2.0918 -2.6036
17 H -0.9100 -3.6602 1.4106
18 H -1.2919 -3.4177 -0.2903
19 H 1.0856 -4.1784 0.2853
20 H 1.3627 -2.5553 0.9147
21 H 2.0733 -2.3539 -1.1594
22 H 0.2576 -4.3909 -1.8474
23 H 1.6042 -3.8091 -2.7961
24 H 0.5340 -3.6653 -4.9936
25 H -1.1924 -2.5243 -6.4205
26 H -2.8889 -1.0885 -5.3241
27 H -4.1682 -1.3210 -2.7535
28 H -3.3908 0.1991 -3.1504
29 H -3.2852 0.4266 -0.9872
30 H -3.1481 -2.4728 -0.7748
31 H -4.3755 -1.4602 -0.0416
32 H -2.8988 -2.1392 1.7215
33 H -2.6004 -0.4283 1.4259
34 H -0.5594 -1.2789 1.5645
35 N 3.0223 -0.3753 -0.1114
36 C 3.3063 -0.2713 1.0023
37 N 3.6273 -0.1665 2.2642
38 C 4.4201 -1.2183 2.8966
39 C 4.0115 -1.3453 4.3543
40 C 4.1110 0.0009 5.0577
41 C 3.2627 1.0421 4.3421
42 C 3.6577 1.1613 2.8804
43 H 5.4859 -0.9629 2.8152
44 H 4.2554 -2.1427 2.3401
45 H 4.6455 -2.0888 4.8408
46 H 2.9843 -1.7134 4.4008
47 H 5.1570 0.3230 5.0740
48 H 3.8028 -0.0920 6.0988
49 H 3.3624 2.0194 4.8160
50 H 2.2042 0.7608 4.3860
51 H 4.6715 1.5732 2.7771
52 H 2.9614 1.7909 2.3267
53 N 1.8138 -0.4441 -5.3467
54 C 1.6805 0.9866 -4.8553
55 C 0.8345 1.0043 -3.5835
56 N 1.2928 0.3110 -2.4197
57 H 2.0679 -0.4919 -6.3347
58 H 0.9030 -0.9588 -5.2198
59 H 2.5229 -0.9480 -4.8119
60 H 1.1835 1.5170 -5.6642
61 H 2.6989 1.3542 -4.7268
62 H -0.1488 0.6142 -3.8578
63 H 0.6638 2.0470 -3.3131
64 H 2.1069 0.6666 -1.9394
65 H 1.3336 -0.7030 -2.4283
66 N -1.2585 2.0689 -1.4051
67 C -1.6235 2.4375 -2.4444
68 N -2.0206 2.9706 -3.5655
69 C -1.7641 2.2459 -4.6248
70 N -1.5262 1.6049 -5.5629
71 C -2.3851 4.2788 0.7949
72 C -1.0675 3.7188 1.2779
73 N -1.2294 3.1614 2.6181
74 C -0.6840 2.0308 3.0958
75 S 0.3209 1.0019 2.1882
76 N -0.9290 1.7209 4.3793
77 C -1.8789 2.3870 5.2472
78 C -3.3252 2.0554 4.9287
79 H -2.2714 4.6931 -0.2024
80 H -2.7508 5.0784 1.4417
81 H -3.1363 3.4961 0.7431
82 H -0.2917 4.4891 1.3099
83 H -0.7212 2.9158 0.6359
84 H -1.7422 3.7347 3.2713
85 H -0.5609 0.8230 4.6505
86 H -1.6958 3.4671 5.2146
87 H -1.6302 2.0953 6.2696
88 H -3.6007 2.3613 3.9194
89 H -3.9862 2.5644 5.6265
90 H -3.5047 0.9850 5.0134

Forces on atoms 1 to 6 (eV/Å):
0.2 -0.2 0.1
0.0 -0.2 0.1
0.2 -0.2 0.1
0.1 0.1 0.0
0.2 -0.2 -0.2
0.0 0.0 0.0

=====

Record 3
# C26H50N5OSbSi3Ti

A structure of composition C26H50N5OSbSi3Ti (ωB97M-V/def2-TZVPD, the Open Molecules 2025 dataset).

2S+1: 1
Net charge: +2
DFT total energy, Ha: -3327.47513
E_HOMO (spin up / spin down), Ha: -0.4827 / -0.4826
ΔE to the lowest compared entry with this formula, charge and spin, kcal/mol: 45.5
Frontier orbital gap (spin up / spin down), eV: 7.0 / 7.0

Element x y z (Å)
1 Ti -1.0063 0.4816 0.9475
2 N -1.1405 0.9585 3.1934
3 C -1.8667 0.1931 4.2478
4 C -3.3551 0.4962 4.2500
5 C -4.0271 0.3959 2.8838
6 C -3.7547 -0.9201 2.1543
7 N -2.9248 -0.6782 0.9339
8 H -0.1723 1.0484 3.4900
9 H -1.5008 1.9168 3.1594
10 H -1.4470 0.4420 5.2233
11 H -1.6697 -0.8665 4.0797
12 H -3.5274 1.4923 4.6635
13 H -3.8265 -0.2025 4.9450
14 H -3.7076 1.2308 2.2489
15 H -5.1004 0.5339 3.0113
16 H -4.6805 -1.4107 1.8536
17 H -3.2095 -1.6275 2.7800
18 H -3.4953 -0.1253 0.2966
19 H -2.7923 -1.5600 0.4411
20 C 0.5047 -0.9021 -3.6465
21 Sb -0.0745 -1.2432 -1.6008
22 C -1.0328 0.6681 -1.1675
23 C -0.3802 1.9842 -1.3299
24 C 0.5508 2.4315 -2.2619
25 C 0.9690 3.7535 -2.2661
26 C 0.4617 4.6651 -1.3437
27 C -0.4195 4.2028 -0.3945
28 N -0.7823 2.9160 -0.4246
29 Si -2.6988 0.8061 -2.1493
30 C -3.7950 2.1032 -1.3643
31 C -2.3437 1.3279 -3.9074
32 C -3.6275 -0.8317 -2.1843
33 C 1.7866 -1.2032 -0.3035
34 C 2.0693 -0.0062 0.5595
35 C 3.3680 0.2006 1.0491
36 C 3.6820 1.2823 1.8398
37 C 2.6922 2.2101 2.1444
38 C 1.4318 1.9597 1.6660
39 N 1.1018 0.8648 0.9384
40 Si 1.4639 -2.6614 0.9225
41 C 0.2383 -1.9657 2.1968
42 C 0.7458 -4.1751 0.0966
43 C 2.9521 -3.1601 1.9278
44 Si 3.2802 -1.5553 -1.5027
45 C 2.8441 -3.0327 -2.5743
46 C 3.6619 0.0422 -2.4190
47 C 4.9141 -2.0477 -0.7184
48 H -0.0551 -1.6424 -4.2170
49 H 1.5594 -1.0465 -3.8378
50 H 0.1946 0.0895 -3.9586
51 H 0.9341 1.7379 -2.9944
52 H 1.6929 4.0750 -3.0033
53 H 0.7563 5.7036 -1.3369
54 H -0.8510 4.7769 0.4153
55 H -3.3794 3.1098 -1.4442
56 H -4.0389 1.9425 -0.3117
57 H -4.7375 2.1095 -1.9186
58 H -1.6666 2.1810 -3.9760
59 H -3.2801 1.6276 -4.3841
60 H -1.9315 0.5161 -4.5086
61 H -4.4524 -0.8584 -1.4679
62 H -3.0281 -1.7320 -2.0373
63 H -4.0888 -0.9272 -3.1700
64 H 4.1393 -0.5112 0.8024
65 H 4.6934 1.4110 2.2029
66 H 2.8878 3.0984 2.7268
67 H 0.6249 2.6512 1.8786
68 H -0.5554 -1.3739 1.7035
69 H 0.7566 -1.3253 2.9126
70 H -0.3093 -2.7354 2.7423
71 H -0.3434 -4.1457 0.0428
72 H 1.0276 -5.0475 0.6909
73 H 1.1124 -4.3425 -0.9159
74 H 3.5158 -2.3294 2.3536
75 H 3.6393 -3.7944 1.3666
76 H 2.5824 -3.7645 2.7615
77 H 1.8115 -3.1707 -2.8953
78 H 3.1383 -3.9407 -2.0417
79 H 3.4525 -3.0008 -3.4824
80 H 3.0481 0.2644 -3.2892
81 H 4.6976 0.0025 -2.7631
82 H 3.5924 0.8961 -1.7383
83 H 4.8637 -2.7417 0.1209
84 H 5.5262 -1.1931 -0.4261
85 H 5.4685 -2.5560 -1.5135
86 O -1.8734 3.2152 1.5570
87 N -1.4843 2.3392 0.7690

Forces on atoms 1 to 6 (eV/Å):
-0.9 0.7 -0.4
-0.1 0.1 -0.2
0.1 0.0 0.0
0.0 0.0 0.1
-0.1 0.0 0.0
0.1 0.0 -0.1

=====

Which of these has the highest net charge?
C26H50N5OSbSi3Ti

=====

Look up the DFT total energy of the second one.
-2292.31005 Ha